# 1
105
Properties=species:S:1:pos:R:3:forces:R:3:lowdin_charge:R:1 method="wB97M-V/def2-TZVPD" orbital_gap_ev=8.052 total_charge=+1 lumo_energy_ev=-2.25
Na 4.95971 -13.53298 -15.46403 0.48 -0.39 0.10 0.12
N 5.64720 -11.92684 -17.42469 0.33 -0.12 -0.68 0.00
C 4.76635 -10.74564 -17.37413 0.01 0.25 -0.56 -0.25
C 3.37543 -11.11604 -16.85727 -0.30 0.33 0.45 -0.21
N 3.44813 -11.75101 -15.52031 -0.44 0.22 -0.31 -0.10
C 3.14004 -10.89388 -14.36182 0.26 0.31 -0.32 -0.19
C 4.05304 -11.24455 -13.18290 -0.66 -0.61 -0.02 -0.22
N 4.13652 -12.71662 -12.97956 0.65 0.52 -0.22 0.03
H 6.58539 -11.63309 -17.70208 -0.10 0.12 0.49 0.07
H 5.40712 -12.50699 -18.23168 -0.42 0.02 0.26 0.07
H 4.60322 -10.30380 -18.38693 0.28 -0.02 0.63 0.12
H 5.26994 -9.99165 -16.73331 -0.46 -0.35 -0.27 0.12
H 2.92529 -11.84810 -17.57473 0.20 0.67 0.53 0.11
H 2.75945 -10.16523 -16.81742 0.40 -1.09 -0.24 0.13
H 2.81639 -12.54213 -15.48685 -0.16 0.01 -0.04 0.07
H 2.05826 -10.95437 -14.09676 0.69 0.13 -0.05 0.12
H 3.40815 -9.85941 -14.64759 -0.47 -0.26 0.11 0.12
H 3.66146 -10.75916 -12.28855 0.08 0.12 0.06 0.11
H 5.04999 -10.85199 -13.37563 0.06 -0.01 -0.06 0.08
H 3.76203 -12.94558 -12.07594 -0.32 -0.16 0.23 0.05
H 5.12814 -12.94302 -12.92169 -0.04 -0.12 0.00 0.03
N 2.76410 -15.59009 -19.25316 0.36 0.42 0.46 0.05
C 2.51375 -14.94945 -18.08760 0.55 -0.52 0.25 -0.12
N 3.66748 -14.79023 -17.41867 -1.26 0.10 -0.66 0.15
C 4.57805 -15.33325 -18.26971 -0.71 0.60 0.05 -0.35
N 4.07728 -15.80846 -19.38834 -0.18 -0.25 -0.04 0.13
C 6.00801 -15.32311 -18.07031 1.41 -0.06 -0.08 -0.23
C 6.81100 -15.67473 -19.16928 -0.02 -0.43 0.27 -0.07
N 8.10172 -15.87205 -19.02403 0.38 0.11 -0.05 0.10
C 8.63488 -15.68891 -17.80837 0.46 -0.10 -0.78 -0.11
C 7.87744 -15.24353 -16.75064 -0.45 0.36 0.30 -0.10
N 6.55575 -15.01528 -16.89408 0.02 -0.49 0.10 0.13
H 2.17108 -15.89721 -20.00691 -0.30 0.14 0.19 0.16
H 1.50036 -14.69248 -17.77218 0.54 -0.01 0.01 0.13
H 6.38044 -15.85859 -20.15210 0.04 0.11 0.24 0.12
H 9.71496 -15.86893 -17.77178 -0.44 0.03 0.39 0.12
H 8.33051 -15.07267 -15.76351 -0.41 0.02 -0.43 0.10
C 2.75503 -16.23608 -12.37406 -1.10 1.34 -0.59 -0.43
C 3.68398 -17.36802 -12.78194 -0.10 0.00 -0.19 -0.43
As 5.03648 -16.81627 -14.18543 0.13 -0.94 0.75 1.30
C 4.70513 -18.08661 -15.67243 -0.72 0.91 -0.16 -0.41
C 3.41485 -18.37269 -16.14097 0.17 -0.10 0.61 -0.12
C 3.25319 -18.93494 -17.40200 -0.56 0.20 -0.24 -0.10
C 4.33376 -19.12466 -18.25480 0.20 0.07 0.26 -0.09
C 5.61814 -18.86591 -17.77948 0.16 -0.24 -0.30 -0.08
C 5.78949 -18.36650 -16.50169 0.53 0.05 0.35 -0.14
C 6.51110 -17.91125 -13.45389 0.27 0.15 0.09 -0.42
C 7.69003 -17.32536 -12.98346 -0.52 0.53 -0.33 -0.13
C 8.80128 -18.10445 -12.69067 0.19 0.40 0.06 -0.10
C 8.72900 -19.47668 -12.79493 0.41 -0.74 0.16 -0.09
C 7.52122 -20.07599 -13.15026 0.12 -0.98 -0.30 -0.08
C 6.43055 -19.30926 -13.50488 0.04 0.77 0.21 -0.12
As 1.81247 -15.34869 -14.00766 -0.01 -0.37 0.81 1.27
C 0.83227 -13.85307 -13.15651 0.15 0.31 0.50 -0.43
C -0.07324 -13.12121 -13.92294 -0.16 -0.02 -0.87 -0.14
C -0.75761 -12.00942 -13.42986 0.68 -0.79 0.48 -0.08
C -0.56240 -11.61302 -12.10506 -0.40 -0.07 -0.71 -0.08
C 0.27831 -12.35943 -11.31022 0.97 -0.40 0.21 -0.08
C 0.99633 -13.44064 -11.83080 -0.39 -0.22 -0.43 -0.13
C 0.21753 -16.50033 -14.12016 -0.01 0.01 0.15 -0.41
C -0.11797 -17.14094 -15.31338 0.32 0.19 -0.10 -0.14
C -1.25663 -17.94531 -15.37672 0.37 0.16 -0.23 -0.09
C -2.05645 -18.08302 -14.25996 -0.30 -0.36 0.20 -0.09
C -1.74381 -17.44228 -13.06771 0.07 0.43 0.35 -0.07
C -0.61183 -16.64283 -12.99785 0.25 -0.13 -0.35 -0.11
H 3.29795 -15.37531 -11.95092 0.08 -0.38 -0.06 0.03
H 1.95944 -16.49995 -11.64247 0.56 -0.12 -0.49 0.07
H 3.11987 -18.20866 -13.20300 0.06 0.04 0.21 0.06
H 4.23247 -17.71747 -11.89033 -0.08 0.02 -0.51 0.07
H 2.52816 -18.20793 -15.50092 0.57 0.00 -0.44 0.08
H 2.23636 -19.16357 -17.72703 0.29 -0.03 -0.05 0.10
H 4.19346 -19.45896 -19.27306 -0.07 -0.15 0.03 0.10
H 6.50458 -19.06062 -18.39519 -0.44 0.09 0.16 0.12
H 6.80541 -18.20610 -16.12128 -0.34 0.07 -0.21 0.11
H 7.74124 -16.23243 -12.87448 0.05 -0.45 -0.16 0.10
H 9.72843 -17.60627 -12.42183 -0.08 -0.17 0.10 0.10
H 9.62074 -20.09793 -12.59649 -0.64 0.40 -0.10 0.12
H 7.44016 -21.17391 -13.24135 0.15 0.69 0.19 0.12
H 5.50391 -19.75027 -13.83529 -0.02 -0.31 -0.07 0.10
H -0.26646 -13.42688 -14.96433 0.10 0.13 0.46 0.10
H -1.44602 -11.50507 -14.07207 -0.30 0.36 -0.23 0.10
H -1.10609 -10.75388 -11.74627 0.03 0.07 0.28 0.10
H 0.48763 -12.12747 -10.27502 -0.32 0.27 0.08 0.11
H 1.63498 -14.01297 -11.17665 0.17 0.02 0.19 0.08
H 0.52483 -16.99767 -16.19924 -0.37 -0.17 0.46 0.08
H -1.49949 -18.46397 -16.29917 -0.04 0.07 0.11 0.10
H -2.92640 -18.72608 -14.29933 -0.04 0.05 -0.05 0.11
H -2.38598 -17.51681 -12.18579 0.16 -0.15 -0.38 0.11
H -0.34954 -16.11798 -12.08095 -0.17 -0.12 -0.10 0.10
C 10.25593 -12.00445 -16.04037 0.14 0.40 0.12 -0.14
C 9.61351 -12.43215 -14.73021 0.21 0.24 0.72 -0.40
S 7.88353 -11.85936 -14.66223 -0.55 -0.41 0.78 0.92
O 7.07000 -12.93751 -13.92640 0.61 0.88 -0.71 -0.56
C 8.00878 -10.42827 -13.49778 -0.75 0.37 -0.66 -0.38
C 8.18853 -10.76164 -12.03173 -0.02 -0.52 0.19 -0.13
H 11.26016 -12.44687 -16.13659 -0.34 0.25 0.07 0.09
H 10.35402 -10.89229 -16.03254 -0.05 -0.83 -0.40 0.09
H 9.64821 -12.35815 -16.88521 0.21 0.33 0.11 0.06
H 10.15582 -12.02430 -13.85973 -0.20 -0.23 -0.29 0.10
H 9.55931 -13.51237 -14.60821 -0.10 -0.03 -0.04 0.07
H 7.02314 -9.91226 -13.66915 1.00 -0.41 0.07 0.08
H 8.81062 -9.75831 -13.84342 -0.32 -0.25 -0.25 0.09
H 8.00450 -11.82218 -11.82675 -0.28 0.16 -0.07 0.07
H 7.48335 -10.15756 -11.45226 0.32 -0.19 0.11 0.08
H 9.20979 -10.57997 -11.70689 -0.01 0.23 0.09 0.07

# 2
8
Properties=species:S:1:pos:R:3:forces:R:3:lowdin_charge:R:1 method="wB97M-V/def2-TZVPD" orbital_gap_ev="7.946 / 8.587" lumo_energy_ev="-0.68 / -0.68"
C -0.63073 0.00115 -1.10383 2.36 1.51 -0.28 -1.01
Si 0.48868 -0.50652 0.32150 -0.33 -0.33 -1.95 0.43
I -1.56462 -1.24135 -2.43385 0.08 -0.11 -0.07 0.75
H -1.09570 0.97705 -1.03093 -0.17 -0.06 -0.15 -0.06
H 1.17242 0.80216 -1.74430 -2.19 -0.81 0.48 0.14
H -0.35246 -1.40944 1.09852 0.18 -0.31 0.66 -0.09
H 1.65547 -1.10836 -0.36825 -0.07 -0.37 0.64 -0.08
H 0.86369 0.75468 0.90247 0.15 0.47 0.67 -0.08

# 3
12
Properties=species:S:1:pos:R:3:forces:R:3:lowdin_charge:R:1 method="wB97M-V/def2-TZVPD" orbital_gap_ev=7.949 smiles="[H]/N=C(/NC=S)C(=O)O" lumo_energy_ev=-1.01
C -1.41781 -0.81641 0.04044 0.14 -2.43 0.38 -0.42
C -0.29207 0.16370 0.02575 0.93 4.10 1.76 -0.26
C 2.18325 0.32421 -0.05536 4.03 0.32 -0.50 -0.63
H -2.58869 0.58718 -0.87216 0.14 -2.93 1.72 0.18
H -1.61103 1.42908 0.67252 2.68 0.13 0.00 0.09
H 1.16206 -1.31742 -0.17248 -0.33 -0.19 -0.25 0.11
H 2.27917 1.46824 -0.13032 -0.71 -1.93 0.41 0.10
N -0.51846 1.38521 0.55990 -1.40 -3.72 -1.99 0.14
N 1.03906 -0.31692 -0.28686 -3.20 0.27 1.01 -0.02
O -2.65914 -0.31861 -0.33425 1.46 1.30 -0.98 0.05
O -1.18827 -1.95071 0.48580 -1.48 3.17 -1.53 0.12
S 3.61194 -0.63755 0.06702 -2.26 1.90 -0.03 0.54

What are the ΔE to the lowest compared entry with this formula, charge and spin values for these records? In order: 0.0000; 4.6563; 2.1621 eV.
What are the E_tot values for these records? In order: -7100.5716; -628.1145; -774.8473 a.u..